(1)
# C3H15O5

5 unconnected molecules or ions with the total composition C3H15O5 (ωB97M-V/def2-TZVPD, the Open Molecules 2025 dataset).

Values from the calculation:
LUMO: 3.843 eV
charge: -1
frontier orbital gap: 0.3443 Eh

Structure (XYZ):
```
23
Properties=species:S:1:pos:R:3:lowdin_charge:R:1
C -0.571 0.134 -1.210 -0.28
O -1.130 0.911 -0.158 -0.17
C -0.162 -1.281 -0.768 -0.21
C -1.212 -2.158 0.067 -0.08
H -1.365 -0.027 -2.044 0.12
H 0.221 0.816 -1.581 0.10
H 0.085 -1.841 -1.635 0.08
H 0.674 -1.074 -0.259 0.03
H -2.168 -2.232 -0.441 0.05
H -0.690 -3.110 0.212 0.05
H -1.394 -1.810 1.149 0.09
H 1.405 2.224 0.833 -0.02
H -0.288 1.155 0.327 0.03
O 1.316 1.274 0.718 -0.36
H 2.831 -0.124 -1.799 0.01
H 2.249 0.935 -0.751 -0.04
O 2.660 0.797 -1.616 -0.10
H 1.907 0.098 1.463 0.00
H 2.687 -0.290 2.711 -0.03
O 2.233 -0.773 2.023 -0.20
H -3.172 0.852 -0.261 0.02
H -2.928 0.915 1.137 -0.03
O -3.626 0.709 0.583 -0.07
```



(2)
# C9H11N3O

A molecular structure, C9H11N3O (ωB97M-V/def2-TZVPD, the Open Molecules 2025 dataset).

Values from the calculation:
LUMO (alpha / beta): -0.234 / 0.522 eV
frontier orbital gap (alpha / beta): 0.2490 / 0.3172 Eh

Structure (XYZ):
```
24
Properties=species:S:1:pos:R:3:lowdin_charge:R:1
C -1.681 2.312 0.663 -0.11
C -2.711 2.016 -0.199 -0.12
C -0.941 0.141 0.367 0.02
C -1.940 -0.139 -0.516 -0.41
C 2.440 1.100 -0.415 -0.39
C 2.161 0.498 1.014 -0.03
C 1.757 -0.705 0.242 -0.26
C -2.137 -1.471 -1.008 -0.05
C 1.789 -2.127 0.683 -0.04
N -0.766 1.347 0.907 0.06
N -2.820 0.805 -0.730 0.12
N 2.044 -0.121 -0.999 0.15
O 2.797 2.231 -0.746 0.06
H -1.469 3.301 1.078 0.11
H -3.410 2.742 -0.527 0.09
H 2.990 0.462 1.661 0.10
H 1.261 1.009 1.432 0.09
H -1.556 -1.812 -1.924 0.11
H -1.821 -2.143 -0.324 0.03
H -3.220 -1.506 -1.152 0.09
H 2.746 -2.421 0.995 0.06
H 1.499 -2.856 -0.008 0.05
H 1.102 -2.352 1.503 0.09
H 1.884 -0.311 -1.997 0.16
```



(3)
# C6H13NO2

C6H13NO2 in the gas phase (ωB97M-V/def2-TZVPD, the Open Molecules 2025 dataset).

Values from the calculation:
LUMO: 0.621 eV
SMILES: C[C@@H](O)C(C)(C)C(N)=O
frontier orbital gap: 0.3551 Eh

Structure (XYZ):
```
22
Properties=species:S:1:pos:R:3:lowdin_charge:R:1
C 0.190 -0.214 0.233 -0.44
C -1.014 0.607 -0.355 -0.47
C -0.192 -0.960 1.512 -0.01
C 0.796 -1.166 -0.793 -0.05
C -2.008 -0.160 -1.207 -0.03
C 1.095 0.974 0.563 -0.44
N 2.369 1.003 0.116 0.21
O -1.619 1.379 0.586 -0.08
O 0.696 1.838 1.381 0.03
H -0.754 1.830 1.139 0.13
H -0.308 1.341 -1.022 0.18
H 2.907 1.830 0.323 0.12
H 2.681 0.385 -0.610 0.10
H -0.663 -0.286 2.224 0.09
H 0.698 -1.379 1.979 0.09
H -0.892 -1.761 1.281 0.09
H 1.017 -0.660 -1.733 0.09
H 1.706 -1.620 -0.402 0.09
H 0.090 -1.966 -1.007 0.09
H -2.457 -0.955 -0.614 0.08
H -1.544 -0.589 -2.089 0.07
H -2.795 0.528 -1.504 0.08
```



(4)
# C19H25BFN2O13PS

3 unconnected molecules or ions with the total composition C19H25BFN2O13PS (ωB97M-V/def2-TZVPD, the Open Molecules 2025 dataset).

Values from the calculation:
LUMO: -0.846 eV
SMILES: CCCC[C@@]1(P(=O)(O)O)OS(=O)(=O)O[C@]1(F)B(O)OC.O=[N+]([O-])c1ccccc1.O=[N+]([O-])c1ccccc1
frontier orbital gap: 0.3452 Eh

Structure (XYZ):
```
63
Properties=species:S:1:pos:R:3:lowdin_charge:R:1
C 1.325 -1.646 1.139 -0.11
C 0.312 -1.099 2.162 -0.23
C -0.794 -0.186 1.598 -0.18
C -1.249 -0.551 0.174 -0.12
C -2.767 -0.613 -0.061 -0.33
P -3.562 1.004 0.337 0.50
O -3.353 1.466 1.709 -0.23
O -5.053 0.803 -0.155 -0.07
O -2.980 1.984 -0.780 -0.09
O -2.897 -0.765 -1.511 -0.17
S -3.843 -1.970 -1.891 0.60
O -5.203 -1.575 -1.823 -0.19
O -3.316 -2.630 -3.024 -0.19
O -3.498 -2.814 -0.590 -0.10
C -3.390 -1.939 0.546 -0.29
F -2.454 -2.571 1.341 0.08
B -4.815 -1.956 1.367 -0.57
O -5.641 -3.007 1.140 0.23
O -5.162 -0.975 2.229 0.05
C -4.354 -0.674 3.373 -0.04
H 2.338 -1.569 1.534 0.05
H 1.313 -1.098 0.197 0.07
H 1.147 -2.703 0.932 0.08
H -0.146 -1.919 2.721 0.10
H 0.863 -0.514 2.902 0.10
H -0.488 0.860 1.640 0.11
H -1.656 -0.247 2.263 0.08
H -0.872 -1.531 -0.119 0.12
H -0.877 0.173 -0.555 0.13
H -5.551 1.632 -0.131 0.11
H -2.033 2.149 -0.648 0.05
H -5.200 -3.838 0.935 0.12
H -4.263 0.405 3.463 0.08
H -3.350 -1.099 3.285 0.08
H -4.840 -1.100 4.251 0.10
C 7.035 -5.256 -1.457 -0.07
C 6.078 -4.666 -2.271 -0.06
C 5.308 -3.617 -1.792 0.00
C 5.522 -3.183 -0.497 -0.14
C 6.467 -3.756 0.335 0.00
C 7.227 -4.805 -0.158 -0.07
N 4.714 -2.059 0.016 -0.34
O 3.876 -1.584 -0.723 0.07
O 4.933 -1.678 1.149 0.07
H 7.635 -6.073 -1.837 0.11
H 5.929 -5.020 -3.282 0.11
H 4.556 -3.141 -2.404 0.12
H 6.596 -3.385 1.340 0.12
H 7.972 -5.268 0.475 0.11
C -0.085 7.596 -2.286 -0.07
C 1.203 7.116 -2.084 -0.06
C 1.403 5.930 -1.395 0.00
C 0.293 5.251 -0.925 -0.14
C -0.999 5.709 -1.110 0.00
C -1.181 6.897 -1.800 -0.06
N 0.498 3.982 -0.205 -0.33
O 1.631 3.601 -0.027 0.10
O -0.498 3.386 0.178 0.05
H -0.234 8.521 -2.828 0.11
H 2.054 7.663 -2.464 0.11
H 2.393 5.535 -1.223 0.12
H -1.835 5.146 -0.721 0.12
H -2.182 7.275 -1.957 0.11
```



(5)
# C8H18NO3PS

C8H18NO3PS in the gas phase (ωB97M-V/def2-TZVPD, the Open Molecules 2025 dataset).

Values from the calculation:
LUMO: 0.743 eV
frontier orbital gap: 0.3347 Eh

Structure (XYZ):
```
32
Properties=species:S:1:pos:R:3:lowdin_charge:R:1
C -2.112 -0.539 0.019 -0.54
C -4.890 0.132 -1.348 -0.07
C 2.981 1.013 0.443 -0.09
C 3.871 -1.183 -0.568 -0.08
C 2.458 0.371 -2.034 -0.07
C -4.512 -0.732 -0.172 -0.19
C -1.076 0.362 0.721 -0.48
C 2.790 -0.062 -0.540 -0.66
N 0.185 0.335 -0.169 -0.25
O -1.802 -1.319 -0.841 0.11
O 1.535 -1.190 1.421 -0.47
O -3.281 -0.165 0.486 -0.04
P -1.438 2.155 1.108 0.88
S 1.267 -1.019 0.012 0.94
H -4.762 1.070 -0.763 0.08
H -4.099 0.022 -2.165 0.11
H -5.948 -0.153 -1.556 0.10
H 2.839 0.759 1.443 0.06
H 3.856 1.494 0.124 0.08
H 2.149 1.696 0.298 0.07
H 3.558 -2.031 -1.156 0.07
H 4.119 -1.423 0.497 0.10
H 4.719 -0.734 -0.979 0.06
H 2.101 -0.473 -2.492 0.04
H 1.898 1.291 -2.109 0.07
H 3.344 0.682 -2.625 0.09
H -4.279 -1.752 -0.554 0.13
H -5.275 -0.816 0.549 0.10
H -0.642 -0.107 1.573 0.08
H -0.093 0.371 -1.085 0.03
H -2.678 2.258 0.528 -0.15
H -2.255 1.997 2.273 -0.10
```



(6)
# C18H36CuF3NO9S2

A molecular structure, C18H36CuF3NO9S2 (ωB97M-V/def2-TZVPD, the Open Molecules 2025 dataset).

Values from the calculation:
LUMO (alpha / beta): 0.488 / -0.611 eV
⟨S²⟩: 0.75
frontier orbital gap (alpha / beta): 0.3454 / 0.3009 Eh
spin multiplicity: 2

Structure (XYZ):
```
70
Properties=species:S:1:pos:R:3:lowdin_spin:R:1
Cu -0.501 0.508 0.181 0.79
C -1.563 4.472 0.823 0.00
C -1.198 3.033 0.577 0.00
O -1.606 2.117 1.345 0.04
O -0.407 2.717 -0.357 0.01
H -2.122 4.818 -0.047 0.00
H -0.660 5.078 0.830 0.00
H -2.113 4.521 1.755 0.00
C 0.250 -2.027 -1.518 0.01
O -0.573 -1.420 -2.581 0.00
O 0.068 -1.401 -0.433 0.05
C -0.148 -3.489 -1.423 0.00
F 0.284 -4.230 -2.478 0.00
F 0.408 -4.056 -0.333 0.00
F -1.464 -3.656 -1.339 0.00
C -0.471 -1.903 -3.897 0.00
C -0.691 -0.693 -4.829 0.00
H -0.227 -0.816 -5.808 0.00
H -1.754 -0.488 -4.902 0.00
H -0.110 0.115 -4.379 0.00
H -1.233 -2.654 -4.135 0.00
H 0.507 -2.351 -4.098 0.00
H 1.267 -1.909 -1.949 0.00
C -4.349 -0.191 -1.765 0.00
C -3.280 0.045 -0.698 0.00
C -3.100 -1.134 0.220 0.00
O -2.444 -0.735 1.406 0.00
C -3.279 -0.118 2.367 0.00
N -1.987 0.362 -1.338 0.08
H -5.331 -0.371 -1.324 0.00
H -4.107 -1.049 -2.403 0.00
H -4.403 0.666 -2.441 0.00
H -3.585 0.928 -0.133 0.00
H -2.508 -1.928 -0.231 0.00
H -4.086 -1.508 0.537 0.00
H -4.029 -0.859 2.691 0.00
H -3.764 0.778 1.967 0.00
H -2.729 0.209 3.240 0.00
H -1.989 1.052 -2.086 0.00
H -1.684 -0.472 -1.863 0.00
C 3.717 3.964 -1.127 0.00
C 4.864 2.935 -1.115 0.00
C 4.368 1.529 -0.863 0.00
S 3.022 1.763 0.312 0.00
O 3.631 1.872 1.606 0.00
O 1.991 0.812 0.070 0.00
C 2.533 3.388 -0.314 0.00
H 3.358 4.203 -2.128 0.00
H 4.092 4.888 -0.693 0.00
H 5.502 3.223 -0.272 0.00
H 5.531 3.067 -1.968 0.00
H 5.176 0.925 -0.459 0.00
H 3.956 1.012 -1.732 0.00
H 2.208 3.991 0.524 0.00
H 1.739 3.095 -0.996 0.00
C 2.237 -2.645 3.365 0.00
C 0.957 -3.485 3.289 0.00
C -0.186 -2.615 2.802 0.00
S 0.240 -0.928 3.279 0.00
O -0.620 -0.423 4.325 0.00
O 0.435 -0.161 2.085 0.01
C 1.869 -1.291 3.943 0.00
H 2.617 -2.433 2.356 0.00
H 3.032 -3.158 3.899 0.00
H 0.685 -3.960 4.237 0.00
H 1.093 -4.337 2.621 0.00
H -1.175 -2.742 3.235 0.00
H -0.290 -2.587 1.714 0.00
H 1.676 -1.485 5.006 0.00
H 2.454 -0.381 3.853 0.00
```



Short version: total energy = -499.5200; -588.8821; -441.6534; -2690.8839; -1335.5335; -4175.8039 Ha, in the order given.
Short version: energy relative to the best compared isomer or geometry (same formula, charge and spin) = 117.5; 445.4; 70.0; 0.0; 200.7; 0.0 kJ/mol, in the order given.